[1]
Below is a molecular structure, C6H12Cl3NiO2Tl at a distorted geometry, with properties calculated with ωB97M-V with the def2-TZVPD basis set.

Kohn-Sham gap (alpha / beta) (eV): 3.72 / 4.61
E_HOMO (alpha / beta) (hartree): 0.027 / -0.006
Multiplicity: 3
Charge: -2
<S²>: 2.012

Positions of all 25 atoms, in Å:
Tl  -0.53136  -0.23158  0.72987
Cl  -0.81762  1.79199  -0.97354
C  -2.60226  -0.48454  1.39950
H  -2.56422  -0.96180  2.37771
H  -3.10668  -1.09618  0.63469
H  -3.00690  0.53808  1.43566
Ni  -0.10434  0.07361  -2.22807
C  1.76857  0.53688  -2.62937
C  -1.29366  -0.13761  -3.74459
C  -0.16505  -1.50808  -1.01206
H  -1.67312  -1.17347  -3.75006
H  -2.12533  0.58272  -3.67680
H  -0.68715  0.05090  -4.64791
H  2.44808  -0.26021  -2.28416
H  1.83650  0.61528  -3.72953
H  2.05434  1.49906  -2.17413
H  -0.93439  -2.29857  -1.03022
H  0.80019  -2.04787  -0.83785
Cl  1.84524  -0.85710  5.00930
C  1.91048  0.74161  4.23056
Cl  3.44813  1.08784  3.41081
C  0.83506  0.71870  3.12701
O  -0.13824  1.49651  3.14576
O  1.09493  -0.19845  2.23459
H  1.70879  1.52229  4.98282

Cartesian forces (eV/Å) of the 6 atoms listed first:
-0.7 -1.5 -1.4
-0.7 2.2 1.3
-0.4 0.7 0.3
-0.4 0.0 0.1
0.3 0.2 0.3
-0.2 -0.5 0.2

And the Mulliken charges, in e, turn out to be: Tl 0.8249; Cl -0.5505; C -0.9988; H 0.2515; H 0.2647; H 0.1847; Ni -0.1228; C -0.9189; C -0.9581; C -0.8191; H 0.1788; H 0.1749; H 0.1919; H 0.1695; H 0.1915; H 0.1527; H 0.3339; H 0.2230; Cl -0.1967; C 0.1039; Cl -0.1779; C 0.4818; O -0.6511; O -0.6168; H 0.2831

[2]
Below is a molecular structure, C6H12Cl6 at a distorted geometry, with properties calculated with ωB97M-V with the def2-TZVPD basis set.

Kohn-Sham gap (eV): 9.12
E_HOMO (hartree): -0.315
Multiplicity: 1
Relative energy (zero: lowest compared OMol25 entry of this formula, charge and spin) (kJ/mol): 756.3

Positions of all 24 atoms, in Å:
Cl  0.18340  -1.25707  -2.78747
C  -0.21651  0.37383  -2.21238
C  1.00624  0.99630  -1.42437
Cl  1.30640  0.26868  0.19993
H  -1.09780  0.25394  -1.58224
H  -0.42453  0.98190  -3.09276
H  0.82263  2.06484  -1.31212
H  1.93675  0.90777  -1.98509
Cl  -0.66355  -2.31951  1.72035
C  -1.90191  -2.95130  0.57439
C  -1.54626  -2.50864  -0.90201
Cl  -1.92170  -0.72488  -1.05500
H  -2.82265  -2.51629  0.96313
H  -2.04994  -4.03018  0.52772
H  -2.23880  -2.97247  -1.60441
H  -0.49131  -2.68168  -1.11469
Cl  3.34573  1.42395  1.52974
C  1.87838  2.02740  2.35601
C  0.66630  1.99286  1.39691
Cl  -0.71175  2.73932  2.18307
H  2.03505  3.08174  2.58391
H  1.74017  1.43763  3.26219
H  0.32587  0.95842  1.35083
H  0.83980  2.45343  0.42435

Cartesian forces (eV/Å) of the 6 atoms listed first:
0.7 0.5 -1.0
4.7 3.4 -1.4
-0.8 -0.8 -1.3
2.4 -6.1 -6.9
3.8 3.8 -2.3
0.3 0.1 -0.1

And the Mulliken charges, in e, turn out to be: Cl -0.2356; C -0.3101; C -0.5053; Cl -0.2205; H 0.0052; H 0.4585; H 0.3213; H 0.4237; Cl -0.1649; C -0.5076; C -0.5338; Cl -0.1937; H 0.3081; H 0.3502; H 0.4000; H 0.3961; Cl -0.2112; C -0.4871; C 0.0733; Cl -0.2475; H 0.3342; H 0.3346; H 0.1638; H 0.0484